No. 1
Density functional theory data (wB97M-V/def2-TZVPD) for a gas-phase ion, C4H5N2O (charge +1).

Structure (ORCA input):
```
! wB97M-V def2-TZVPD RIJCOSX def2/J DEFGRID3
* xyz 1 1
O -3.5253 -0.1058 -0.0325
N 1.2226 -0.6949 0.0458
N -2.4000 0.2368 0.0267
C 1.2432 0.5371 -0.1555
C -1.2569 0.4573 0.1852
C 1.0751 -1.9366 0.0299
C -0.0229 1.2505 0.0535
H 2.0426 1.0887 -0.5336
H -0.0073 2.0676 1.0105
H 0.4359 -2.3532 -0.7894
H 1.3635 -2.5172 0.8483
H -0.1704 1.9698 -0.6888
*
```

Properties
ΔE to the lowest compared entry with this formula, charge and spin in kcal per mole: 90.3
HOMO energy in eV: -13.67
Molar mass in g/mol: 97.10
Strongest force on any atom in eV Å⁻¹: 4.87
E_LUMO in eV: -5.671

***

No. 2
Density functional theory data (wB97M-V/def2-TZVPD) for 2 unconnected molecules or ions with the total composition C5H13NO2.

Structure (ORCA input):
```
! wB97M-V def2-TZVPD RIJCOSX def2/J DEFGRID3
* xyz 0 1
O -2.4318 -0.7389 0.5433
O 0.0963 0.2464 3.2477
N -0.0861 -1.1335 -1.9433
C 0.1261 0.4222 -0.0717
C -1.6863 -1.3384 -0.1861
C -0.3662 1.5833 -0.9283
C -0.2436 -0.9703 -0.5132
C 1.6142 0.6165 0.2646
H 2.1737 0.8774 -0.6361
H 1.6846 1.4289 0.9880
H -0.1948 -2.0394 -2.3692
H 2.0930 -0.2640 0.6670
H -1.2587 1.3315 -1.4984
H -0.6294 2.4624 -0.3343
H -0.3557 0.6071 0.8789
H 0.3536 1.9178 -1.6844
H 0.3045 -1.8032 -0.0489
H -0.1902 -0.6405 2.9721
H 0.1674 -0.3164 -2.4616
H -1.9986 -2.2560 -0.7263
H 0.8281 0.0071 3.8400
*
```

Properties
ΔE to the lowest compared entry with this formula, charge and spin in kcal per mole: 41.2
HOMO energy in eV: -8.76
Molar mass in g/mol: 119.16
Strongest force on any atom in eV Å⁻¹: 1.67
E_LUMO in eV: 0.711

***

No. 3
Density functional theory data (wB97M-V/def2-TZVPD) for 3 unconnected molecules or ions with the total composition C10H16BNO.

Structure (ORCA input):
```
! wB97M-V def2-TZVPD RIJCOSX def2/J DEFGRID3
* xyz 0 1
O 3.4457 0.6134 -1.4131
N 3.0393 -1.8120 2.9831
C -0.5716 1.5339 1.1278
C -2.9894 0.7645 0.1728
C 1.7470 -2.8439 -0.3916
C 0.0277 0.0521 1.0263
C -1.1634 -0.4603 -1.0469
C 3.3605 -1.0209 2.2362
C 0.1923 -0.3937 -0.4438
C -1.8381 1.7354 0.2380
C 3.5138 1.4792 -2.2194
C -1.9810 0.7783 -0.9210
B 0.8991 -1.7347 -0.3578
H 0.2692 2.2512 0.8354
H 3.4094 -0.4845 1.3379
H -1.1200 -0.7713 -2.2021
H 3.2519 1.3067 -3.3062
H 1.0201 0.1341 1.4358
H -2.0734 2.7027 0.2134
H -0.6505 -0.5884 1.4263
H -1.7404 -1.2596 -0.5418
H -3.0156 -0.0965 0.7547
H 3.6018 2.5712 -1.9503
H -2.3037 1.3502 -1.8260
H 1.2382 -3.6151 0.1623
H 0.7932 0.2552 -1.0951
H 2.5970 -3.0848 -0.9558
H -0.7288 1.8174 2.1363
H -3.9891 1.3294 0.2777
*
```

Properties
ΔE to the lowest compared entry with this formula, charge and spin in kcal per mole: 145.3
HOMO energy in eV: -8.19
Molar mass in g/mol: 177.06
Strongest force on any atom in eV Å⁻¹: 5.99
E_LUMO in eV: 0.283

***

No. 4
Density functional theory data (wB97M-V/def2-TZVPD) for a molecular structure, C17H22N4O3Re.

Structure (ORCA input):
```
! wB97M-V def2-TZVPD RIJCOSX def2/J DEFGRID3
* xyz 4 4
Re 0.0768 0.1822 0.2565
O -2.5271 -0.2148 1.8670
O -0.7259 -1.6309 -0.8699
O 1.3949 -2.0187 1.9779
N -1.5386 0.9364 -1.1993
N 0.6194 1.4396 1.4847
N -1.6342 -3.6541 -1.3243
N 1.7638 -0.5840 -1.1062
C -1.5319 -0.0235 1.2878
C -1.2393 -2.7236 -0.4554
C -2.5625 1.0326 -1.7296
C -1.4843 -3.4302 -2.7588
C -0.0372 3.1629 -1.3337
C 0.9844 2.3688 3.8331
C 1.6601 1.8002 -2.3673
C 0.7542 3.3111 -0.2078
C 2.0271 2.7259 -0.1680
C 0.4030 2.3774 -2.4063
C 0.9179 -1.1480 1.3557
C 0.8965 2.0931 2.4238
C -3.8038 1.1613 -2.4373
C -2.2175 -4.9046 -0.8501
C 3.4682 -2.1810 -2.2340
C 2.4869 2.0028 -1.2553
C 2.5307 -1.3125 -1.5893
H -4.0895 2.2211 -2.4988
H 3.5088 1.6188 -1.2494
H -3.1232 -4.7056 -0.2574
H -2.4661 -5.5194 -1.7219
H 2.0237 2.2878 4.1641
H 2.0243 1.2368 -3.2311
H 0.6419 3.3881 4.0295
H -1.5060 -5.4384 -0.2019
H -2.0585 -2.5534 -3.0876
H 4.3459 -1.6068 -2.5641
H 3.7814 -2.9601 -1.5257
H -0.9929 3.6877 -1.3894
H -4.5807 0.6014 -1.8990
H -1.3804 -2.9532 0.6160
H -0.2173 2.2657 -3.3001
H -3.6879 0.7433 -3.4467
H 0.3852 3.9078 0.6268
H 0.3670 1.6646 4.4001
H -0.4289 -3.2989 -3.0335
H 2.6763 2.8543 0.6983
H -1.8756 -4.3220 -3.2536
H 2.9829 -2.6537 -3.0993
*
```

Properties
ΔE to the lowest compared entry with this formula, charge and spin in kcal per mole: 19.3
HOMO energy (alpha / beta) in eV: -21.94 / -20.42
Molar mass in g/mol: 516.60
Strongest force on any atom in eV Å⁻¹: 6.29
<S²>: 3.79
E_LUMO (alpha / beta) in eV: -12.896 / -17.968

***

No. 5
Density functional theory data (wB97M-V/def2-TZVPD) for a molecular structure, C13H24F6N4O9S2V.

Structure (ORCA input):
```
! wB97M-V def2-TZVPD RIJCOSX def2/J DEFGRID3
* xyz 0 4
V 0.8619 -0.1908 -0.5231
S 2.8775 2.6481 -0.4644
S 0.5553 2.8329 -1.7233
F 5.2647 1.9497 0.2332
F 3.7638 1.3566 1.6734
F 0.2496 1.5215 -3.9926
F 2.2419 2.3062 -3.7790
F 3.9762 0.2566 -0.1921
F 0.5877 3.6442 -4.2104
O 0.7020 -2.3590 -0.2663
O -0.7334 2.2323 -1.6178
O -0.5067 -0.5912 -2.1735
O 1.5424 -0.2030 1.6307
O 3.5725 3.2144 -1.5752
O 2.5381 3.5525 0.6020
O -1.0718 0.2572 0.4598
O 0.6705 4.2136 -1.4751
O 2.2766 -1.5321 -1.5430
N -2.2893 -1.7453 -2.9287
N 1.6049 1.7660 -0.9387
N -1.7352 1.8028 1.9901
N 0.4578 -1.0355 3.4475
C 2.0518 -3.9173 -1.4870
C 1.2158 -0.1334 2.8064
C -2.7209 2.2046 2.9410
C -0.6124 2.7176 1.8077
C -0.0295 -2.2152 2.7845
C -3.5501 -1.7255 -3.6542
C 0.9775 2.5549 -3.5442
C 4.0382 1.4677 0.3804
C 1.6900 -2.5322 -1.0561
C -1.8161 0.6353 1.3422
C -0.2373 -0.6361 4.6649
C -1.7587 -3.0523 -2.6293
C -1.6166 -0.6310 -2.6880
H 0.3215 0.1490 5.1717
H -3.6690 1.6809 2.8059
H -3.9653 -0.7294 -3.7387
H 0.1684 2.2624 1.2119
H -2.6557 0.0185 1.7062
H -0.7686 -2.9322 -2.2018
H 3.0805 -3.9715 -1.8388
H -2.4182 -3.5611 -1.9285
H 1.5358 0.6836 3.4674
H -1.0417 -2.0776 2.3986
H -1.6966 -3.6022 -3.5714
H 1.9110 -4.6442 -0.6907
H 0.0690 -3.0901 3.4236
H 1.4023 -4.1935 -2.3209
H -1.2684 -0.3295 4.4647
H -0.1978 2.9276 2.7967
H 0.5896 -2.4021 1.9033
H -0.9125 3.6380 1.3102
H -4.2304 -2.4124 -3.1364
H -2.1669 0.2637 -3.0078
H -3.4402 -2.1906 -4.6411
H -0.3013 -1.4807 5.3551
H -2.9774 3.2558 2.7755
H -2.4071 2.1028 3.9834
*
```

Properties
ΔE to the lowest compared entry with this formula, charge and spin in kcal per mole: 0.0
HOMO energy (alpha / beta) in eV: -7.35 / -9.73
Molar mass in g/mol: 609.42
Strongest force on any atom in eV Å⁻¹: 2.71
<S²>: 3.75
E_LUMO (alpha / beta) in eV: 0.165 / 0.164